Entry 1:
The ion C4H6NOS with charge +1 at a distorted geometry, computed with the ωB97M-V functional and the def2-TZVPD basis.

Computed properties:
**ΔE to the lowest compared entry with this formula, charge and spin**: 3.9787 eV
**HOMO level**: -13.645 eV
**Total energy**: -18606.692 eV
**Max |F|**: 3.946 eV/A
**Orbital gap**: 7.69 eV

ORCA input file:
```
! RIJCOSX wB97M-V def2-TZVPD def2/J DEFGRID3
* xyz 1 1
C -2.17550 0.11337 -0.04355
C 0.46496 1.22171 -0.63432
C -2.03992 -1.01327 0.49662
C 2.30578 0.00130 -0.15148
N 0.95807 0.22577 -0.11139
O -1.90224 -2.14045 1.01105
S -1.27559 1.67409 -0.47887
H -3.21181 0.36105 -0.25166
H 0.92383 1.96915 -1.23636
H 2.78632 0.26651 0.71743
H 2.46386 -1.00965 -0.38723
H 2.84654 0.66289 -0.88625
H -2.14428 -2.33247 1.95598
*
```

Here are the Löwdin charges for atoms 1 to 6, given in e: -0.282 -0.458 -0.034 -0.124 -0.064 0.272


Entry 2:
The ion C5H6N with charge +1 at a distorted geometry, computed with the ωB97M-V functional and the def2-TZVPD basis.

Computed properties:
**ΔE to the lowest compared entry with this formula, charge and spin**: 7.9627 eV
**HOMO level (alpha / beta)**: -15.006 / -15.006 eV
**Total energy**: -6757.215 eV
**Max |F|**: 4.847 eV/A
**Orbital gap (alpha / beta)**: 9.16 / 9.16 eV

ORCA input file:
```
! RIJCOSX wB97M-V def2-TZVPD def2/J DEFGRID3
* xyz 1 1
C -0.16210 0.86088 2.13474
N -0.53372 -0.01280 0.58316
C -0.09548 -1.14130 0.16651
C -0.42130 -1.13090 -1.32301
C 0.69184 -0.11454 -1.68946
C -0.51475 0.24609 -0.82052
H -1.20438 1.27182 2.21171
H 0.60300 1.55984 1.61937
H 0.29534 0.12197 2.85934
H -0.87653 -1.84649 -1.86567
H 1.67554 -0.09052 -1.24355
H 0.54255 0.27594 -2.63261
*
```

Here are the Löwdin charges for atoms 1 to 6, given in e: 0.191 0.023 0.148 -0.014 0.042 -0.038


Entry 3:
A structure of composition C40H45F5NP2PtSe at a distorted geometry, computed with the ωB97M-V functional and the def2-TZVPD basis.

Computed properties:
**HOMO level (alpha / beta)**: -3.961 / -3.585 eV
**Total energy**: -144453.394 eV
**Max |F|**: 2.702 eV/A
**Orbital gap (alpha / beta)**: 5.49 / 5.04 eV

ORCA input file:
```
! RIJCOSX wB97M-V def2-TZVPD def2/J DEFGRID3
* xyz -1 1
Pt 0.08005 -0.49016 -0.13385
C -3.33627 -2.21683 -0.77485
C -3.20408 -2.06655 0.73950
C -3.79571 -3.28350 1.44510
P -1.43346 -1.61051 1.13093
C -0.43440 -3.09017 1.72211
C -0.79747 -3.70318 3.07014
C -0.33767 -4.13906 0.61836
C -1.46520 -0.58243 2.60519
C -2.29759 -0.84204 3.68634
C -2.12101 -0.20102 4.89689
C -2.97016 -0.52261 6.08870
C -1.06077 0.70134 5.00523
C -0.27408 1.02318 3.92675
C -0.47841 0.43516 2.65699
N 0.25098 0.71445 1.54964
C 1.02482 1.83752 1.44425
C 0.76084 3.05171 2.09965
C 1.65559 4.09455 2.05067
C 2.84744 3.99813 1.33756
C 3.84804 5.11650 1.35493
C 3.04895 2.86618 0.56537
C 2.14837 1.80858 0.58464
P 2.14933 0.38500 -0.53014
C 3.32557 -0.85002 0.25359
C 4.68433 -0.29545 0.65519
C 3.40951 -2.12301 -0.58463
C 2.72483 1.00112 -2.20078
C 4.19884 1.32658 -2.42948
C 2.27041 0.01716 -3.27749
H -4.38110 -2.35494 -1.04541
H -2.77320 -3.07623 -1.13397
H -2.95768 -1.33087 -1.28506
H -3.75190 -1.16399 1.04306
H -3.33708 -4.19703 1.07634
H -4.86340 -3.33737 1.23136
H -3.66726 -3.24364 2.52343
H 0.55840 -2.61845 1.82498
H -1.68616 -4.32486 2.99844
H -0.96880 -2.92794 3.81547
H 0.02688 -4.32903 3.41516
H -1.27773 -4.67388 0.50611
H 0.43631 -4.86875 0.85429
H -0.09020 -3.65612 -0.32919
H -3.09689 -1.56211 3.56938
H -3.75620 -1.22802 5.83065
H -3.43373 0.37683 6.48881
H -2.35424 -0.95868 6.87608
H -0.85781 1.16069 5.96540
H 0.53608 1.72566 4.05759
H -0.18051 3.18425 2.60778
H 1.42217 5.01450 2.56597
H 3.83385 5.62942 2.31569
H 3.61158 5.83784 0.57154
H 4.85403 4.73711 1.18191
H 3.92915 2.81053 -0.05897
H 2.77854 -1.09381 1.18052
H 5.30415 -0.08038 -0.21052
H 5.20805 -1.02110 1.27732
H 4.56024 0.62168 1.22808
H 4.07091 -1.99143 -1.43876
H 2.41325 -2.36978 -0.95720
H 3.78237 -2.95897 0.00925
H 2.13006 1.92117 -2.31128
H 4.83158 0.45377 -2.26995
H 4.55439 2.13477 -1.79747
H 4.31485 1.64406 -3.46795
H 2.90365 -0.86886 -3.28337
H 2.32367 0.48634 -4.25984
H 1.24479 -0.30035 -3.10094
C -0.18158 -1.56866 -1.77895
C -0.51280 -1.95350 -2.88291
C -0.92931 -2.23581 -4.20459
C -0.38252 -3.25656 -4.98214
C -0.77393 -3.41240 -6.29889
C -1.71223 -2.56166 -6.85825
C -2.28418 -1.56421 -6.08177
C -1.90188 -1.40161 -4.76733
H 0.35553 -3.91891 -4.55353
H -0.34779 -4.20699 -6.89561
H -1.99240 -2.66113 -7.89718
H -3.03473 -0.91150 -6.50398
H -2.32713 -0.61918 -4.15506
F -2.52718 6.49564 -0.59796
C -2.54335 5.24660 -1.11398
C -3.55484 4.33843 -0.54201
F -4.08238 3.39954 -1.41823
C -2.42854 3.85298 0.24809
F -2.30027 4.32927 1.50172
C -1.32447 3.06849 -0.30390
Se -1.59704 1.58459 -1.36475
C -0.91243 4.36285 -0.86853
F -0.01910 5.09830 -0.17758
C -1.48579 4.94155 -2.08244
F -1.81630 3.99128 -3.04149
*
```

Here are the Löwdin charges for atoms 1 to 6, given in e: 0.730 -0.132 -0.493 -0.109 0.947 -0.512


Entry 4:
A cluster of 2 separate species, C5H9N in total at a distorted geometry, computed with the ωB97M-V functional and the def2-TZVPD basis.

Computed properties:
**ΔE to the lowest compared entry with this formula, charge and spin**: 6.2428 eV
**HOMO level**: -9.292 eV
**Total energy**: -6814.752 eV
**Max |F|**: 5.507 eV/A
**Orbital gap**: 9.88 eV

ORCA input file:
```
! RIJCOSX wB97M-V def2-TZVPD def2/J DEFGRID3
* xyz 0 1
C 1.83930 -0.71250 0.29474
C 1.67093 0.80499 -0.04621
C 0.68049 -0.13535 -0.51290
C -0.52166 0.06471 0.21455
C -1.75091 -0.73141 0.03956
H 1.65953 -1.13008 1.35447
H 2.30830 -1.40474 -0.36670
H 2.47251 1.18049 -0.78459
H 1.25944 1.70274 0.65274
H 0.44651 -0.49081 -1.45488
H -0.36706 0.51650 1.27655
H -1.99699 -1.24243 -0.90020
H -2.19470 -1.40645 0.66062
H -1.75550 1.38886 1.07197
N -1.90584 0.73476 -0.20692
*
```

Here are the Löwdin charges for atoms 1 to 6, given in e: -0.071 -0.128 -0.366 -0.376 -0.208 0.126


Entry 5:
The ion C5H6BrF2N2O with charge +1 at a distorted geometry, computed with the ωB97M-V functional and the def2-TZVPD basis.

Computed properties:
**ΔE to the lowest compared entry with this formula, charge and spin**: 2.2864 eV
**HOMO level**: -14.746 eV
**Total energy**: -85778.079 eV
**Max |F|**: 6.225 eV/A
**Orbital gap**: 8.34 eV

ORCA input file:
```
! RIJCOSX wB97M-V def2-TZVPD def2/J DEFGRID3
* xyz 1 1
O 1.70941 0.12007 1.29258
C 0.86207 0.98850 0.62857
N 1.34045 1.02967 -0.73176
C 0.65124 0.47105 -1.69625
N -0.21725 -0.45853 -1.45049
C -0.70462 -0.70763 -0.29010
C -1.51397 -1.95025 0.02311
F -1.54992 -2.01396 1.38499
F -2.72867 -1.58618 -0.57012
C -0.69003 0.39154 0.71832
Br -1.90216 1.98372 0.16855
H 2.56704 0.47204 1.51478
H 0.91368 1.86986 1.21010
H 2.31242 1.26365 -0.69598
H 0.87433 0.69643 -2.66999
H -1.06913 -2.77232 -0.51838
H -0.85490 0.20235 1.68208
*
```

Here are the Löwdin charges for atoms 1 to 6, given in e: 0.041 -0.340 0.169 -0.060 0.221 -0.159


Entry 6:
A cluster of 2 separate species, C4H4 in total at a distorted geometry, computed with the ωB97M-V functional and the def2-TZVPD basis.

Computed properties:
**ΔE to the lowest compared entry with this formula, charge and spin**: 4.2981 eV
**HOMO level**: -9.934 eV
**Total energy**: -4205.860 eV
**Max |F|**: 5.749 eV/A
**Orbital gap**: 9.59 eV

ORCA input file:
```
! RIJCOSX wB97M-V def2-TZVPD def2/J DEFGRID3
* xyz 0 1
C -1.55702 -0.04148 0.13189
C -2.79985 -0.10000 -0.14552
C -0.22192 0.77226 0.23550
C -0.20009 -0.65575 0.00947
H -0.01082 1.52276 -0.48523
H 0.00804 1.24237 1.27770
H 0.24905 -1.46832 0.53712
H 0.14300 -1.22546 -1.34925
*
```

Here are the Löwdin charges for atoms 1 to 6, given in e: -0.392 0.163 -0.118 -0.176 0.087 0.143